1.
DFT (ωB97M-V/def2-TZVPD) results for one molecule with the formula CH3N2PS in a non-equilibrium geometry.

Last column: Mulliken charge in e.
Cartesian coordinates (Å):
C 0.653 -0.118 -0.503  -0.21
N 0.118 1.231 -0.404  -0.21
N -1.029 1.461 -0.169  -0.13
P -2.280 0.121 0.014  0.13
S -0.754 -1.319 -0.201  -0.22
H 1.137 -0.208 -1.579  0.27
H 1.267 -0.341 0.351  0.28
H -2.299 0.237 1.431  0.08

Calculated values
SMILES: C1N=NPS1
E_LUMO in eV: 0.43
HOMO in eV: -8.94
DFT total energy in eV: -24188.1285
Energy relative to the best compared isomer or geometry (same formula, charge and spin) in kJ/mol: 184.2
F_max in eV/Å: 2.6
Multiplicity: 1

***

2.
DFT (ωB97M-V/def2-TZVPD) results for CHF3O2SSn as an isolated structure in a non-equilibrium geometry.

Last column: Mulliken charge in e.
Cartesian coordinates (Å):
S 1.272 -0.048 -0.218  0.54
O 0.686 -1.234 -1.027  -0.45
O 0.773 1.154 -1.056  -0.46
Sn -0.258 -0.021 -2.280  0.38
C 0.055 -0.014 1.224  0.75
F 0.408 -1.004 2.043  -0.23
F 0.178 1.124 1.896  -0.22
F -1.303 -0.226 0.978  -0.20
H -1.812 0.270 -1.560  -0.11

Calculated values
E_LUMO in eV: -0.34
HOMO in eV: -8.01
DFT total energy in eV: -29964.8430
Energy relative to the best compared isomer or geometry (same formula, charge and spin) in kJ/mol: 55.8
F_max in eV/Å: 7.9
Multiplicity: 1

***

3.
DFT (ωB97M-V/def2-TZVPD) results for one molecule with the formula C22H18ClFN2O3.

Last column: Mulliken charge in e.
Cartesian coordinates (Å):
C 0.805 2.445 -1.390  -0.95
N 0.576 1.893 -0.073  0.36
C 1.618 2.111 0.923  -1.57
C 2.760 1.158 0.677  0.57
C 3.998 1.605 0.238  -0.47
C 5.016 0.702 -0.024  -0.55
C 4.800 -0.654 0.142  -0.52
C 3.566 -1.108 0.579  -0.67
C 2.553 -0.207 0.846  -0.04
C -0.505 1.195 0.292  -0.01
O -0.684 0.754 1.410  -0.69
C -1.514 0.861 -0.843  0.17
C -0.955 -0.348 -1.590  -0.59
O -0.732 -0.239 -2.779  -0.64
C -0.538 -1.546 -0.833  0.81
C -0.981 -1.875 0.451  0.00
C -0.474 -2.987 1.095  -0.93
C 0.473 -3.768 0.454  0.53
F 0.972 -4.842 1.088  -0.36
C 0.922 -3.474 -0.824  -0.74
C 0.408 -2.365 -1.459  -0.73
N -2.827 0.730 -0.248  0.32
C -3.611 -0.356 -0.416  -0.14
C -4.830 -0.432 0.186  -0.13
Cl -5.815 -1.834 -0.040  -0.23
C -5.280 0.639 0.989  -0.21
C -4.507 1.745 1.117  -0.86
C -3.229 1.869 0.469  0.54
O -2.503 2.848 0.481  -0.65
H 1.830 2.803 -1.436  0.44
H 0.677 1.697 -2.172  0.34
H 0.131 3.285 -1.577  0.27
H 1.949 3.151 0.874  0.51
H 1.170 1.921 1.901  0.41
H 4.174 2.664 0.109  0.38
H 5.978 1.060 -0.360  0.38
H 5.594 -1.357 -0.064  0.39
H 3.395 -2.165 0.717  0.44
H 1.592 -0.555 1.196  0.58
H -1.564 1.697 -1.552  0.94
H -1.708 -1.270 0.965  0.42
H -0.801 -3.250 2.088  0.46
H 1.658 -4.105 -1.296  0.46
H 0.739 -2.101 -2.452  0.50
H -3.237 -1.148 -1.046  0.60
H -6.238 0.564 1.480  0.44
H -4.821 2.589 1.710  0.42

Calculated values
SMILES: CN(Cc1ccccc1)C(=O)[C@@H](C(=O)c1ccc(F)cc1)n1cc(Cl)ccc1=O
E_LUMO in eV: -0.35
HOMO in eV: -8.58
DFT total energy in eV: -47469.2776
F_max in eV/Å: 0.9
Multiplicity: 1

***

4.
DFT (ωB97M-V/def2-TZVPD) results for one molecule with the formula C4H2N4O in a non-equilibrium geometry.

Last column: Mulliken charge in e.
Cartesian coordinates (Å):
C -0.582 -0.975 0.104  -0.35
C 0.883 -1.244 0.052  0.92
C 1.377 0.072 0.007  -0.15
C 3.864 0.301 -0.011  0.56
N -0.887 0.283 0.032  -0.74
N 1.288 -2.416 -0.096  -0.62
N 2.657 0.431 -0.004  -0.21
N 0.290 0.948 -0.053  0.23
O 5.028 0.398 0.050  -0.41
H -1.232 -1.740 0.335  0.51
H 0.255 2.004 -0.084  0.27

Calculated values
E_LUMO (spin up / spin down) in eV: -1.32 / -1.09
HOMO (spin up / spin down) in eV: -8.95 / -7.89
DFT total energy in eV: -12183.9516
Energy relative to the best compared isomer or geometry (same formula, charge and spin) in kJ/mol: 155.8
F_max in eV/Å: 3.6
Multiplicity: 1

***

The lowest F_max belongs to which entry?
C22H18ClFN2O3